[1]
C51H38N2O5P2RhTe | wB97M-V/def2-TZVPD

Values from the calculation:
Multiplicity   5
Orbital gap (alpha / beta)   5.247 / 7.346 eV
LUMO level (alpha / beta)   2.22 / 1.83 eV
Total charge   -1

XYZ file:
```
100
Properties=species:S:1:pos:R:3:mulliken_charge:R:1
Rh 0.084 -1.055 0.522 -1.119
O -1.080 0.398 6.433 -0.592
C -1.008 0.117 5.098 1.138
C -0.864 -1.207 4.649 -0.994
C -0.778 -1.413 3.291 -0.158
N -0.857 -0.429 2.385 0.791
C -1.009 0.873 2.817 0.548
C -1.077 1.150 4.214 -1.529
C -1.096 1.997 1.955 -0.503
O -1.182 3.179 2.257 -0.844
O -0.975 1.703 0.527 0.736
C -0.549 -2.841 2.768 0.478
O -0.786 -3.762 3.539 -0.763
O -0.135 -2.949 1.552 -0.634
H -1.016 -0.432 6.916 0.300
H -0.814 -2.061 5.314 0.464
H -1.183 2.174 4.547 0.494
Te -4.418 0.224 0.705 0.263
C -6.054 -0.001 -0.614 -0.020
C -7.101 0.909 -0.649 -0.376
C -8.121 0.721 -1.576 -0.354
N -8.157 -0.286 -2.450 -0.661
C -7.143 -1.159 -2.397 -0.482
C -6.085 -1.066 -1.505 0.205
C -2.916 0.191 -0.785 -0.896
P -1.993 1.617 -0.679 0.426
C -3.053 3.070 -0.799 1.085
C -4.136 3.012 -1.682 -0.700
C -4.949 4.118 -1.863 -0.777
C -4.689 5.292 -1.160 -0.566
C -3.615 5.349 -0.284 -0.772
C -2.789 4.241 -0.101 -0.706
C -0.862 1.758 -2.082 0.745
C -1.347 1.552 -3.374 -0.203
C -0.491 1.641 -4.461 -0.673
C 0.856 1.932 -4.264 -0.757
C 1.340 2.145 -2.983 -0.620
C 0.479 2.063 -1.895 -0.536
P -1.800 -1.256 -0.864 2.846
C -1.539 -1.488 -2.664 0.213
C -0.279 -1.826 -3.145 -1.141
C -0.068 -1.992 -4.512 -0.423
C -1.118 -1.821 -5.403 -0.748
C -2.383 -1.483 -4.929 -0.585
C -2.586 -1.310 -3.569 0.117
C -2.798 -2.727 -0.421 0.475
C -3.145 -2.908 0.918 -0.032
C -3.879 -4.012 1.320 -0.921
C -4.276 -4.960 0.386 -0.775
C -3.925 -4.802 -0.946 -0.710
C -3.187 -3.693 -1.347 -0.541
H -7.121 1.765 0.016 0.378
H -8.945 1.428 -1.625 0.359
H -7.184 -1.983 -3.103 0.388
H -5.297 -1.814 -1.512 0.339
H -4.360 2.086 -2.199 0.325
H -5.792 4.060 -2.542 0.431
H -5.330 6.156 -1.293 0.377
H -3.414 6.256 0.273 0.432
H -1.964 4.277 0.601 0.257
H -2.388 1.294 -3.525 0.333
H -0.870 1.460 -5.459 0.440
H 1.528 1.983 -5.113 0.389
H 2.389 2.365 -2.819 0.523
H 0.854 2.216 -0.897 0.411
H 0.540 -1.952 -2.446 0.366
H 0.920 -2.247 -4.877 0.421
H -0.954 -1.946 -6.466 0.349
H -3.205 -1.344 -5.622 0.416
H -3.562 -1.011 -3.194 0.240
H -2.833 -2.183 1.655 0.467
H -4.122 -4.136 2.367 0.470
H -4.846 -5.827 0.700 0.376
H -4.211 -5.548 -1.678 0.410
H -2.905 -3.599 -2.386 0.354
C 6.339 2.753 0.660 -0.392
C 5.203 3.552 0.661 -0.759
C 3.944 2.966 0.709 -0.478
C 3.785 1.579 0.747 0.378
C 4.938 0.788 0.756 -0.039
C 6.197 1.371 0.710 -0.820
C 2.396 1.043 0.763 -0.119
C 1.967 -0.180 0.477 -0.020
C 2.720 -1.397 0.143 0.064
C 3.119 -1.679 -1.169 0.118
C 3.766 -2.867 -1.481 -0.690
C 4.035 -3.801 -0.488 -0.496
C 3.651 -3.529 0.821 -0.899
C 3.007 -2.343 1.135 0.140
H 7.324 3.202 0.625 0.369
H 5.295 4.631 0.631 0.373
H 3.058 3.593 0.722 0.444
H 4.851 -0.290 0.802 0.537
H 7.076 0.737 0.720 0.396
H 1.647 1.790 1.024 0.241
H 2.916 -0.943 -1.942 0.560
H 4.064 -3.064 -2.505 0.404
H 4.527 -4.735 -0.731 0.377
H 3.842 -4.253 1.604 0.404
H 2.692 -2.143 2.151 0.445
```

[2]
C51H38NOP2PdS | wB97M-V/def2-TZVPD

Values from the calculation:
Multiplicity   1
Orbital gap   5.404 eV
LUMO level   2.58 eV
Total charge   -1

XYZ file:
```
95
Properties=species:S:1:pos:R:3:mulliken_charge:R:1
Pd -0.829 -0.079 0.628 -0.987
O 0.570 1.205 3.432 -0.980
S 0.661 0.717 2.033 1.638
C 1.926 -0.586 2.093 0.095
C 2.507 -0.861 3.320 -0.673
C 3.467 -1.859 3.408 -0.732
C 3.834 -2.569 2.273 -0.763
C 3.230 -2.293 1.055 -0.088
C 2.260 -1.301 0.946 -0.644
P 1.356 -0.955 -0.630 2.207
C 2.743 -0.423 -1.706 0.379
C 2.505 -0.345 -3.083 -0.619
C 3.412 0.264 -3.931 -0.520
C 4.567 0.845 -3.419 -0.628
C 4.801 0.802 -2.054 -0.602
C 3.902 0.171 -1.205 -1.024
C 1.061 -2.690 -1.145 0.120
C 1.818 -3.383 -2.087 -0.241
C 1.502 -4.694 -2.420 -0.726
C 0.431 -5.330 -1.810 -0.677
C -0.322 -4.648 -0.864 -0.659
C -0.015 -3.338 -0.536 -0.024
C 1.710 1.935 1.183 -0.094
C 2.900 2.249 1.824 -0.569
C 3.772 3.170 1.275 -0.934
C 3.426 3.788 0.082 -0.846
C 2.220 3.499 -0.532 -0.969
C 1.319 2.567 -0.001 0.502
P -0.273 2.155 -0.878 2.127
C -0.176 3.454 -2.217 -0.737
C -0.822 4.686 -2.217 -0.261
C -0.758 5.523 -3.324 -0.775
C -0.038 5.148 -4.448 -0.504
C 0.611 3.919 -4.465 -0.674
C 0.525 3.079 -3.367 0.100
C -1.502 2.975 0.218 0.531
C -2.843 2.656 -0.006 -0.468
C -3.841 3.235 0.759 -0.692
C -3.514 4.124 1.777 -0.567
C -2.186 4.440 2.010 -0.720
C -1.185 3.878 1.227 -0.220
H 2.185 -0.290 4.182 0.593
H 3.923 -2.087 4.364 0.392
H 4.580 -3.351 2.339 0.389
H 3.498 -2.867 0.176 0.491
H 1.585 -0.757 -3.487 0.457
H 3.209 0.303 -4.995 0.408
H 5.270 1.337 -4.080 0.391
H 5.688 1.266 -1.639 0.417
H 4.099 0.158 -0.140 0.164
H 2.664 -2.904 -2.565 0.307
H 2.099 -5.217 -3.158 0.417
H 0.181 -6.350 -2.075 0.362
H -1.166 -5.131 -0.385 0.481
H -0.623 -2.802 0.189 -0.190
H 3.133 1.762 2.763 0.487
H 4.705 3.405 1.772 0.358
H 4.091 4.514 -0.371 0.373
H 1.971 4.021 -1.443 0.360
H -1.381 5.001 -1.344 0.398
H -1.273 6.476 -3.304 0.410
H 0.012 5.803 -5.309 0.360
H 1.171 3.610 -5.339 0.440
H 1.014 2.109 -3.391 0.314
H -3.094 1.921 -0.763 0.372
H -4.876 2.971 0.578 0.406
H -4.293 4.557 2.392 0.356
H -1.920 5.122 2.808 0.409
H -0.151 4.138 1.421 0.362
C -3.055 -1.174 -3.080 -0.760
C -4.066 -2.033 -2.667 -0.811
C -4.179 -2.327 -1.320 -0.817
C -3.293 -1.770 -0.391 1.662
C -2.268 -0.871 -0.769 -0.683
C -2.190 -0.623 -2.146 0.786
C -3.413 -2.201 1.022 0.617
C -4.690 -2.393 1.630 -1.280
C -4.770 -2.758 2.938 -1.005
C -3.579 -2.943 3.685 1.213
C -3.558 -3.308 5.050 -0.783
C -2.369 -3.456 5.709 -0.478
C -1.150 -3.239 5.030 -0.659
C -1.143 -2.889 3.709 -0.288
C -2.361 -2.737 3.005 -0.440
N -2.303 -2.388 1.696 0.462
H -2.947 -0.932 -4.133 0.412
H -4.741 -2.484 -3.386 0.346
H -4.934 -3.038 -0.998 0.437
H -1.412 0.052 -2.502 0.089
H -5.585 -2.212 1.050 0.525
H -5.730 -2.891 3.424 0.374
H -4.500 -3.462 5.565 0.359
H -2.358 -3.730 6.756 0.364
H -0.214 -3.341 5.564 0.423
H -0.223 -2.698 3.170 0.371
```

[3]
C51H39AsFeN4O4P | wB97M-V/def2-TZVPD

Values from the calculation:
Multiplicity   2
Orbital gap (alpha / beta)   6.914 / 6.836 eV
LUMO level (alpha / beta)   -0.33 / -0.60 eV
Total charge   0

XYZ file:
```
101
Properties=species:S:1:pos:R:3:mulliken_charge:R:1
Fe -3.323 0.535 0.480 -1.523
O -0.208 1.946 2.513 -0.755
C -1.249 1.482 2.088 -0.032
O -1.610 1.372 0.853 -0.101
C -2.313 0.976 3.050 0.464
C -2.311 0.977 4.433 -0.672
C -3.442 0.489 5.083 -0.481
C -4.541 0.030 4.361 -0.815
C -4.469 0.068 2.981 0.272
N -3.369 0.518 2.396 1.365
C -5.529 -0.303 1.948 0.066
O -6.556 -0.844 2.291 -0.721
O -5.181 0.063 0.750 -0.467
H -1.451 1.356 4.967 0.620
H -3.471 0.475 6.165 0.452
H -5.436 -0.342 4.840 0.603
C -4.668 4.596 0.608 -1.063
C -4.427 3.262 0.985 0.096
N -3.946 2.379 0.148 0.847
C -3.676 2.742 -1.139 0.008
C -3.853 4.056 -1.591 0.975
C -4.370 4.989 -0.665 -0.729
C -3.499 4.367 -2.927 -0.951
C -2.988 3.382 -3.723 -1.151
C -2.830 2.052 -3.275 -0.465
C -3.194 1.703 -1.995 0.594
N -3.111 0.487 -1.356 1.003
C -3.040 -0.766 -1.911 0.402
C -3.098 -1.143 -3.236 -0.626
C -2.974 -2.499 -3.603 -0.837
C -2.795 -3.489 -2.681 -1.155
C -2.770 -3.150 -1.306 1.252
C -2.644 -4.098 -0.268 -0.766
C -2.657 -3.687 1.034 -1.299
C -2.792 -2.317 1.315 0.211
N -2.914 -1.412 0.376 0.806
C -2.902 -1.804 -0.934 -0.323
H -5.071 5.287 1.334 0.424
H -4.632 2.922 1.992 0.414
H -4.527 6.015 -0.977 0.440
H -3.622 5.378 -3.292 0.435
H -2.687 3.618 -4.736 0.403
H -2.374 1.330 -3.934 0.172
H -3.247 -0.408 -4.010 0.599
H -3.017 -2.750 -4.655 0.427
H -2.691 -4.525 -2.976 0.427
H -2.539 -5.146 -0.519 0.475
H -2.566 -4.388 1.851 0.441
H -2.787 -1.969 2.340 0.451
C 1.961 -0.020 0.676 -0.365
C 2.212 -0.637 2.044 -1.547
As 4.004 -0.382 2.838 0.194
C 5.028 -1.137 1.348 0.029
C 5.383 -0.443 0.193 0.039
C 6.085 -1.076 -0.824 -0.682
C 6.440 -2.412 -0.700 -0.441
C 6.087 -3.115 0.442 -0.589
C 5.389 -2.478 1.459 -0.488
C 4.285 1.521 2.525 0.202
C 5.582 2.018 2.404 -0.372
C 5.808 3.381 2.280 -0.558
C 4.738 4.266 2.286 -0.432
C 3.446 3.781 2.421 -0.611
C 3.219 2.416 2.545 -0.478
P 0.574 -0.895 -0.187 1.144
C 1.489 -2.445 -0.573 0.153
C 2.614 -2.495 -1.397 -0.247
C 3.308 -3.679 -1.579 -0.964
C 2.895 -4.837 -0.930 -0.538
C 1.788 -4.802 -0.098 -0.738
C 1.090 -3.611 0.074 -0.451
C 0.616 -0.048 -1.813 0.257
C 0.402 -0.766 -2.990 -0.356
C 0.412 -0.131 -4.224 -0.941
C 0.621 1.239 -4.302 -0.755
C 0.793 1.971 -3.135 -0.511
C 0.785 1.335 -1.901 -0.551
H 2.847 -0.089 0.041 0.313
H 1.698 1.031 0.783 0.409
H 2.135 -1.729 2.008 0.738
H 1.472 -0.289 2.768 0.256
H 5.117 0.602 0.086 0.418
H 6.356 -0.522 -1.714 0.373
H 6.992 -2.903 -1.492 0.446
H 6.359 -4.158 0.545 0.442
H 5.129 -3.031 2.355 0.344
H 6.426 1.337 2.400 0.439
H 6.821 3.752 2.181 0.388
H 4.913 5.330 2.187 0.375
H 2.604 4.461 2.428 0.428
H 2.200 2.064 2.646 0.603
H 2.950 -1.595 -1.901 0.474
H 4.181 -3.698 -2.219 0.447
H 3.441 -5.762 -1.070 0.416
H 1.465 -5.698 0.417 0.451
H 0.220 -3.584 0.720 0.461
H 0.243 -1.838 -2.946 0.613
H 0.261 -0.712 -5.126 0.411
H 0.641 1.735 -5.265 0.393
H 0.935 3.043 -3.182 0.452
H 0.906 1.926 -1.002 0.296
```

[4]
C51H39N3O2P3SScSe2 | wB97M-V/def2-TZVPD

Values from the calculation:
Multiplicity   1
Orbital gap   8.100 eV
LUMO level   0.33 eV
Total charge   0

XYZ file:
```
102
Properties=species:S:1:pos:R:3:mulliken_charge:R:1
Sc 0.540 0.694 0.284 0.025
O 2.474 0.397 0.975 -0.466
C 2.767 0.036 -0.207 0.949
O 2.139 0.556 -1.171 -0.699
C 3.555 -1.220 -0.334 0.816
C 4.919 -1.305 -0.552 -0.725
C 5.527 -2.551 -0.518 -0.568
C 4.776 -3.689 -0.256 -0.771
C 3.408 -3.594 -0.049 -0.466
C 2.779 -2.356 -0.095 0.119
P 0.948 -2.135 0.049 0.821
C 0.571 -3.016 1.593 0.821
C -0.247 -4.132 1.730 -0.055
C -0.494 -4.662 2.989 -0.872
C 0.062 -4.078 4.117 -0.576
C 0.868 -2.956 3.988 -0.746
C 1.122 -2.427 2.733 -0.828
C 0.440 -3.055 -1.431 0.603
C 0.099 -2.279 -2.537 -0.165
C -0.233 -2.882 -3.739 -0.812
C -0.244 -4.265 -3.843 -0.505
C 0.097 -5.042 -2.746 -0.954
C 0.448 -4.442 -1.546 -0.096
H 5.501 -0.411 -0.733 0.547
H 6.593 -2.633 -0.683 0.396
H 5.259 -4.657 -0.216 0.438
H 2.830 -4.487 0.154 0.279
H -0.729 -4.571 0.869 0.373
H -1.136 -5.528 3.084 0.433
H -0.141 -4.491 5.097 0.403
H 1.294 -2.482 4.863 0.459
H 1.747 -1.543 2.647 0.362
H 0.082 -1.199 -2.456 0.297
H -0.498 -2.268 -4.591 0.423
H -0.519 -4.737 -4.777 0.397
H 0.094 -6.122 -2.822 0.437
H 0.727 -5.066 -0.707 0.300
Se -3.893 5.092 -0.669 -0.361
P -4.561 3.110 -0.495 0.503
C -5.688 2.704 -1.853 0.518
C -7.071 2.757 -1.742 -0.017
C -7.863 2.596 -2.872 -0.758
C -7.277 2.396 -4.111 -0.545
C -5.893 2.354 -4.227 -0.721
C -5.101 2.506 -3.104 -0.525
C -5.400 2.779 1.079 0.111
C -5.106 3.585 2.175 -0.559
C -5.705 3.333 3.400 -0.847
C -6.609 2.290 3.535 -0.680
C -6.913 1.490 2.442 -1.066
C -6.306 1.733 1.221 0.543
C -3.165 1.917 -0.594 0.935
C -2.867 0.561 -0.313 -1.692
N -1.537 0.442 -0.467 1.205
N -1.065 1.634 -0.824 -0.263
N -2.006 2.523 -0.906 -0.546
P -3.740 -0.954 0.191 0.394
Se -2.704 -2.700 -0.351 -0.184
C -5.347 -0.976 -0.640 0.499
C -6.514 -1.352 0.015 -0.052
C -7.692 -1.509 -0.699 -0.637
C -7.706 -1.298 -2.069 -0.773
C -6.541 -0.928 -2.727 -0.617
C -5.363 -0.770 -2.017 -0.435
C -3.974 -0.806 1.975 0.839
C -3.561 0.331 2.661 -0.211
C -3.648 0.376 4.045 -0.995
C -4.166 -0.703 4.743 -0.750
C -4.582 -1.841 4.061 -0.884
C -4.470 -1.902 2.683 -0.738
H -7.538 2.946 -0.785 0.513
H -8.940 2.641 -2.780 0.425
H -7.898 2.283 -4.991 0.416
H -5.431 2.210 -5.195 0.410
H -4.020 2.501 -3.194 0.368
H -4.414 4.409 2.053 0.306
H -5.469 3.962 4.249 0.441
H -7.080 2.101 4.491 0.425
H -7.620 0.675 2.541 0.447
H -6.550 1.113 0.370 0.523
H -6.511 -1.510 1.086 0.354
H -8.598 -1.799 -0.183 0.467
H -8.625 -1.423 -2.628 0.421
H -6.549 -0.764 -3.795 0.478
H -4.450 -0.499 -2.534 0.422
H -3.145 1.179 2.134 0.644
H -3.300 1.257 4.568 0.548
H -4.237 -0.666 5.823 0.462
H -4.970 -2.691 4.606 0.460
H -4.732 -2.812 2.157 0.565
S -0.223 1.649 2.448 -0.288
C 0.432 3.112 1.659 -0.012
C 1.810 3.295 1.505 -0.132
C 2.304 4.414 0.839 -0.724
C 1.436 5.367 0.337 -0.591
C 0.064 5.209 0.513 -0.543
C -0.432 4.097 1.165 0.180
H 2.491 2.575 1.935 0.553
H 3.374 4.536 0.727 0.407
H 1.821 6.234 -0.185 0.379
H -0.630 5.942 0.124 0.382
H -1.501 3.978 1.276 0.213
```

[5]
C51H40N2O6STa | wB97M-V/def2-TZVPD

Values from the calculation:
Multiplicity   1
Orbital gap   7.924 eV
LUMO level   -2.64 eV
Total charge   +1

XYZ file:
```
101
Properties=species:S:1:pos:R:3:mulliken_charge:R:1
Ta -0.730 -0.713 -0.972 1.002
O -1.284 1.002 -0.610 1.087
C -1.489 2.271 -0.022 2.100
C -0.215 2.555 0.790 -1.102
C -0.020 1.606 1.942 -0.668
C 0.110 2.108 3.227 -1.142
C 0.361 1.231 4.268 -1.003
C 0.437 -0.118 3.990 -0.784
C 0.251 -0.559 2.684 0.071
C 0.305 -2.040 2.394 -1.602
C -0.884 -2.626 1.613 1.683
O -0.874 -1.970 0.347 1.348
C -0.643 -4.116 1.402 -0.042
C -0.782 -4.978 2.486 -0.339
C -0.529 -6.331 2.342 -1.055
C -0.141 -6.841 1.109 -0.562
C -0.013 -5.988 0.026 -1.198
C -0.259 -4.627 0.170 -0.271
C -2.258 -2.405 2.237 0.391
C -3.369 -2.763 1.476 -0.113
C -4.648 -2.642 1.991 -0.881
C -4.835 -2.175 3.287 -0.756
C -3.736 -1.827 4.053 -0.777
C -2.452 -1.942 3.530 -0.303
N 0.054 0.293 1.675 0.761
C -2.709 2.241 0.893 -0.161
C -3.033 3.397 1.598 -0.442
C -4.120 3.418 2.455 -0.878
C -4.905 2.283 2.612 -0.756
C -4.597 1.135 1.901 -1.048
C -3.503 1.113 1.042 0.546
C -1.703 3.217 -1.202 -0.081
C -2.811 2.991 -2.014 -0.298
C -2.996 3.722 -3.174 -0.685
C -2.081 4.706 -3.533 -0.600
C -0.985 4.949 -2.722 -0.976
C -0.792 4.201 -1.565 -0.268
H -0.230 3.578 1.162 0.859
H 0.642 2.459 0.119 0.573
H 0.027 3.172 3.400 0.515
H 0.487 1.596 5.279 0.447
H 0.625 -0.837 4.777 0.571
H 0.400 -2.586 3.332 0.524
H 1.202 -2.263 1.809 0.614
H -1.110 -4.592 3.445 0.425
H -0.644 -6.992 3.191 0.426
H 0.051 -7.900 0.995 0.419
H 0.276 -6.377 -0.942 0.458
H -0.171 -3.977 -0.689 0.487
H -3.228 -3.165 0.480 0.393
H -5.500 -2.930 1.388 0.426
H -5.833 -2.090 3.695 0.419
H -3.868 -1.468 5.065 0.475
H -1.614 -1.674 4.156 0.400
H -2.442 4.296 1.464 0.364
H -4.360 4.324 2.996 0.458
H -5.756 2.300 3.280 0.427
H -5.201 0.245 2.010 0.570
H -3.287 0.205 0.494 0.287
H -3.535 2.232 -1.735 0.371
H -3.864 3.533 -3.793 0.448
H -2.232 5.288 -4.433 0.454
H -0.277 5.725 -2.983 0.449
H 0.072 4.410 -0.948 0.420
C 1.274 1.583 -2.815 -1.372
C 0.066 1.178 -3.606 0.803
C -0.109 1.811 -4.858 -0.934
C -1.186 1.520 -5.625 -1.004
C -2.139 0.590 -5.161 1.138
C -3.300 0.293 -5.906 -0.890
C -4.217 -0.589 -5.414 -0.948
C -3.998 -1.197 -4.167 -0.417
C -2.875 -0.931 -3.422 1.274
S -2.684 -1.756 -1.880 -0.676
C -1.909 -0.022 -3.912 -1.430
N -0.787 0.270 -3.155 0.111
H 1.589 2.574 -3.134 0.631
H 2.099 0.892 -3.000 0.354
H 1.085 1.603 -1.748 -0.066
H 0.629 2.536 -5.173 0.578
H -1.338 2.000 -6.585 0.462
H -3.444 0.778 -6.863 0.442
H -5.113 -0.824 -5.973 0.413
H -4.729 -1.894 -3.777 0.514
O 0.401 -2.179 -2.208 -0.947
C 1.488 -1.678 -1.808 0.625
O 1.354 -0.633 -1.047 -0.669
C 2.800 -2.201 -2.139 0.219
C 2.884 -3.320 -2.964 -0.663
C 4.121 -3.863 -3.308 -1.237
C 5.231 -3.239 -2.791 0.990
O 6.525 -3.574 -2.976 -0.478
C 7.307 -2.635 -2.224 -0.263
O 6.398 -1.719 -1.609 -0.496
C 5.147 -2.121 -1.966 0.793
C 3.949 -1.573 -1.618 -1.000
H 1.971 -3.763 -3.336 0.660
H 4.210 -4.730 -3.946 0.444
H 7.970 -2.096 -2.900 0.262
H 7.868 -3.168 -1.456 0.264
H 3.871 -0.709 -0.973 0.637
```